# 1
DFT (the ωB97M-V functional and the def2-TZVPD basis) results for the molecule C16H16N2O5S at a distorted geometry.

Calculated values
molecular weight	348.4	g mol⁻¹
energy above the lowest of the compared OMol25 structures with the same formula, charge and spin	16.343	eV
SMILES string	C=CCNC(=O)c1onc(CSc2cccc(OC)c2)c1C(=O)O
E_LUMO	-1.44	eV
frontier orbital gap	6.306	eV
total charge	0
HOMO energy	-0.28477	hartree
E_tot	-1502.66564	Eh
largest force on an atom	17.0	eV Å⁻¹

Last column: natural (NBO) charge in e.
Atoms and positions in Å:
C: -6.75715 -2.30466 -0.38103  -0.352
C: -5.47884 -2.60827 0.05028  -0.207
C: -4.78175 -1.66756 1.05991  -0.278
N: -3.57651 -1.37476 0.59685  -0.470
C: -3.26411 -0.23770 0.31771  0.538
O: -4.07162 0.79615 0.81235  -0.703
C: -2.01496 0.01827 0.10076  0.323
O: -1.23488 -0.74742 -0.29135  -0.250
N: 0.07433 -0.61069 -0.77856  -0.130
C: 0.00752 0.76656 -0.91398  0.110
C: 1.16384 1.58908 -1.31642  -0.532
S: 2.26749 1.87253 0.14478  0.259
C: 3.37203 0.51768 0.48502  -0.123
C: 4.69171 0.65507 1.02980  -0.246
C: 5.55783 -0.24667 1.16873  -0.207
C: 5.44010 -1.34496 0.52130  -0.255
C: 4.08138 -1.67297 0.09009  0.348
O: 3.92776 -2.87668 -0.42469  -0.490
C: 2.65083 -3.27008 -0.92813  -0.240
C: 3.11083 -0.71887 -0.22670  -0.381
C: -1.21908 1.29651 -0.50092  -0.226
C: -1.54391 2.84064 -0.43348  0.812
O: -0.84127 3.51230 -1.00250  -0.577
O: -2.67731 3.11612 0.16729  -0.714
H: -7.29704 -2.89179 -1.18293  0.208
H: -7.46777 -1.29482 -0.07579  0.217
H: -5.09701 -3.46752 0.01374  0.174
H: -5.46971 -0.64948 1.33606  0.285
H: -4.79270 -2.32644 1.84135  0.214
H: -3.01378 -2.12748 0.34643  0.411
H: 1.91352 0.74896 -2.01835  0.247
H: 1.00848 2.55115 -1.58322  0.276
H: 4.88667 1.76693 1.43203  0.203
H: 6.46313 -0.02770 1.67503  0.216
H: 6.09719 -2.08525 0.62597  0.210
H: 2.79197 -4.20348 -1.60669  0.202
H: 2.63638 -2.70882 -2.02049  0.180
H: 1.87561 -3.36140 -0.42852  0.162
H: 2.07939 -0.81754 -0.42698  0.243
H: -3.30136 2.19227 0.43502  0.539

---

# 2
DFT (the ωB97M-V functional and the def2-TZVPD basis) results for a structure of composition C16H16N4O3S at a distorted geometry.

Calculated values
molecular weight	344.4	g mol⁻¹
energy above the lowest of the compared OMol25 structures with the same formula, charge and spin	17.073	eV
E_LUMO	-1.11	eV
frontier orbital gap	7.264	eV
total charge	0
HOMO energy	-0.30790	hartree
E_tot	-1461.69232	Eh
largest force on an atom	17.0	eV Å⁻¹

Last column: natural (NBO) charge in e.
Atoms and positions in Å:
C: 4.53863 -1.56058 -2.67725  -0.601
H: 4.00652 -1.85165 -1.67967  0.192
H: 5.04996 -0.78825 -2.46260  0.176
H: 5.05924 -2.42276 -3.11026  0.201
C: 3.22206 -1.26556 -3.88603  -0.162
C: 4.00776 -0.85067 -5.16030  -0.555
H: 4.72013 -1.56690 -5.55154  0.214
H: 4.50481 -0.12728 -5.05851  0.176
H: 3.13575 -0.82606 -5.86232  0.201
H: 2.71946 -2.16538 -3.85450  0.202
C: 2.61071 -0.33154 -3.09596  -0.390
C: 1.85496 -0.71659 -1.98056  -0.264
N: 1.86970 0.08861 -0.94136  -0.215
N: 1.34570 -0.53799 0.29103  -0.312
C: 0.47144 -1.55514 -0.20800  0.059
N: -0.13808 -2.14799 0.65224  -0.568
C: -0.83381 -1.76912 1.84305  0.670
O: -1.57518 -2.58620 2.34093  -0.539
C: -0.40691 -0.75393 2.70665  -0.382
N: -1.30056 0.30171 2.68195  -0.480
C: -2.18917 0.53953 1.42983  0.743
O: -1.75495 0.14512 0.44130  -0.494
C: -3.10871 1.51172 2.06691  -0.185
C: -4.00357 2.27322 1.35563  -0.172
C: -5.12884 2.80521 2.02767  -0.175
C: -4.89290 3.25051 3.45350  -0.210
C: -3.88395 2.71511 3.96762  -0.158
C: -3.01256 1.61075 3.46529  -0.030
C: -1.74462 0.96199 3.75568  0.630
O: -1.36784 0.82440 4.90331  -0.562
H: -3.70215 2.59550 5.19422  0.225
H: -5.56731 3.84323 3.83817  0.215
H: -5.79528 3.60019 1.57155  0.219
H: -4.34144 2.16300 0.12851  0.239
H: 0.55329 -0.20303 2.02223  0.279
H: -0.03072 -1.01636 3.80900  0.298
H: -0.83672 -3.12228 0.17340  0.405
S: 0.86745 -1.74425 -1.72736  0.672
H: 1.78581 0.04764 -3.91465  0.182
H: 3.29190 0.63207 -2.94884  0.256

---

# 3
DFT (the ωB97M-V functional and the def2-TZVPD basis) results for a structure of composition C16H16N4O5RuS at a distorted geometry.

Calculated values
molecular weight	477.5	g mol⁻¹
E_LUMO (alpha / beta)	-9.92 / -9.92	eV
frontier orbital gap (alpha / beta)	4.857 / 4.854	eV
total charge	+2
HOMO energy (alpha / beta)	-0.54294 / -0.54289	hartree
E_tot	-1707.01297	Eh
largest force on an atom	2.0	eV Å⁻¹

Last column: natural (NBO) charge in e.
Atoms and positions in Å:
Ru: 0.29098 -0.10542 0.44656  1.260
O: -0.78458 -2.00824 0.66867  -0.719
C: -2.23399 -2.10260 0.66282  -0.087
C: -2.69112 -1.98507 -0.77197  -0.255
N: -2.32462 -0.72667 -1.41545  -0.241
C: -1.64059 -0.76351 -2.60005  -0.276
C: 0.05937 -0.52503 -2.50040  0.803
O: 0.61056 -0.84718 -3.48949  -0.451
O: 0.46898 0.10423 -1.46319  -0.531
C: -2.95058 0.49461 -0.94242  -0.348
C: -2.60637 0.90530 0.50150  0.758
O: -3.46395 1.29020 1.23761  -0.492
O: -1.32138 0.89820 0.79868  -0.688
H: -0.43988 -2.50608 1.42186  0.524
H: -2.65585 -1.34612 1.32477  0.216
H: -2.52000 -3.08740 1.03201  0.233
H: -3.78069 -2.08732 -0.81054  0.256
H: -2.25125 -2.79357 -1.35348  0.237
H: -1.86746 0.06170 -3.27333  0.264
H: -1.65453 -1.73540 -3.08204  0.270
H: -4.03513 0.36843 -0.98515  0.277
H: -2.67246 1.31525 -1.60468  0.253
N: 4.31767 -0.55802 0.88161  -0.457
C: 4.14421 -1.94064 0.85457  0.100
C: 5.05803 -2.98246 0.94195  -0.193
C: 4.54042 -4.25774 0.84301  -0.165
C: 3.16923 -4.48290 0.64952  -0.173
C: 2.26708 -3.44230 0.56196  -0.229
C: 2.77462 -2.15107 0.68412  0.149
N: 2.15053 -0.90309 0.63441  -0.504
C: 3.12139 0.01093 0.74380  0.423
C: 2.74952 1.41395 0.67468  0.040
C: 3.45149 2.57467 0.72052  -0.360
S: 2.38548 3.90587 0.62710  0.637
C: 1.06440 2.85926 0.46037  -0.098
N: 1.39002 1.59630 0.51845  -0.400
H: 5.19814 -0.07557 0.98077  0.452
H: 6.11653 -2.80930 1.07412  0.249
H: 5.20791 -5.10538 0.90302  0.250
H: 2.81695 -5.50030 0.55505  0.245
H: 1.21962 -3.62673 0.37016  0.216
H: 4.51380 2.72035 0.82830  0.280
H: 0.04504 3.19764 0.35640  0.276

---

# 4
DFT (the ωB97M-V functional and the def2-TZVPD basis) results for the ion C16H16N5O12 with charge -1 at a distorted geometry.

Calculated values
molecular weight	470.3	g mol⁻¹
energy above the lowest of the compared OMol25 structures with the same formula, charge and spin	0.479	eV
SMILES string	CCOC(=O)C(C(=O)OCC)(C(=O)OCC)[C@@H]1C(=[N+]([O-])[O-])c2no[n+]([O-])c2-c2no[n+]([O-])c21
E_LUMO	2.08	eV
frontier orbital gap	6.768	eV
total charge	-1
HOMO energy	-0.17225	hartree
E_tot	-1795.63115	Eh
largest force on an atom	4.2	eV Å⁻¹

Last column: natural (NBO) charge in e.
Atoms and positions in Å:
C: -1.80837 -4.04697 3.30921  -0.627
C: -0.41953 -3.52352 3.04119  -0.067
O: -0.59270 -2.26085 2.31735  -0.500
C: 0.53295 -1.71649 1.83424  0.819
O: 1.64892 -2.12151 2.13636  -0.589
C: 0.34437 -0.63778 0.75316  -0.380
C: 1.17430 0.50093 1.25504  0.810
O: 1.62537 0.58361 2.39161  -0.598
O: 1.35681 1.49869 0.36321  -0.509
C: 2.09242 2.64153 0.91836  -0.083
C: 1.49201 3.88824 0.34316  -0.625
C: -1.12161 -0.17290 0.61574  0.801
O: -2.13579 -0.84814 0.85467  -0.596
O: -1.32856 1.06260 0.10255  -0.520
C: -2.74620 1.34469 -0.10462  -0.077
C: -2.82960 2.82837 -0.32471  -0.627
C: 1.04491 -1.23456 -0.79669  -0.183
C: 2.06428 -0.36129 -1.37462  -0.114
N: 3.42844 -0.66478 -1.04567  0.494
O: 4.28299 0.24975 -0.95840  -0.426
O: 3.69203 -1.90928 -0.86472  -0.469
C: 1.72615 0.56827 -2.39565  0.133
N: 2.52767 1.38229 -3.16091  -0.154
O: 1.68727 1.89065 -4.12662  -0.189
N: 0.37233 1.36294 -4.03971  0.412
O: -0.49455 1.70994 -4.82304  -0.404
C: 0.41573 0.58290 -2.90547  -0.008
C: -0.54192 -0.37176 -2.48818  0.105
N: -1.87978 -0.52550 -2.83316  -0.111
O: -2.24593 -1.72450 -2.25399  -0.167
N: -1.19049 -2.25726 -1.48444  0.415
O: -1.30574 -3.33328 -0.93327  -0.404
C: -0.12975 -1.35845 -1.60359  0.021
H: -1.77610 -5.01843 3.80471  0.204
H: -2.38313 -3.38304 3.96173  0.210
H: -2.35348 -4.18010 2.37153  0.226
H: 0.10676 -3.30350 3.98190  0.188
H: 0.15693 -4.20339 2.38830  0.197
H: 1.96461 2.66739 2.01536  0.209
H: 3.15403 2.48771 0.65626  0.207
H: 2.13287 4.73581 0.62657  0.207
H: 1.38024 3.84945 -0.75478  0.221
H: 0.49357 4.05112 0.78893  0.203
H: -3.09051 0.75551 -0.96896  0.205
H: -3.32528 1.06300 0.78653  0.199
H: -3.83524 3.13914 -0.64293  0.210
H: -2.59941 3.34182 0.62035  0.204
H: -2.09975 3.13651 -1.08599  0.220
H: 1.33546 -2.16557 -0.26789  0.303

---

# 5
DFT (the ωB97M-V functional and the def2-TZVPD basis) results for the molecule C16H16N6O3 at a distorted geometry.

Calculated values
molecular weight	340.3	g mol⁻¹
energy above the lowest of the compared OMol25 structures with the same formula, charge and spin	0.165	eV
SMILES string	CCn1cc([N+](=O)[O-])c(C(=O)Nc2ccn(Cc3ccccc3)n2)n1
E_LUMO	0.11	eV
frontier orbital gap	8.740	eV
total charge	0
HOMO energy	-0.31724	hartree
E_tot	-1173.47070	Eh
largest force on an atom	1.6	eV Å⁻¹

Last column: natural (NBO) charge in e.
Atoms and positions in Å:
C: -0.76803 3.49826 -1.72504  -0.626
C: -1.73923 2.35002 -1.93386  -0.203
N: -1.10144 1.05725 -1.86904  -0.142
C: 0.18519 0.74992 -1.71391  0.023
C: 0.25574 -0.63885 -1.71155  -0.074
N: 1.40782 -1.41760 -1.53981  0.535
O: 1.27075 -2.61688 -1.38418  -0.394
O: 2.48145 -0.84142 -1.54321  -0.401
C: -1.08515 -1.07477 -1.87366  0.099
C: -1.55399 -2.48274 -2.02875  0.681
O: -1.86627 -2.95171 -3.09875  -0.560
N: -1.58192 -3.20600 -0.88024  -0.593
C: -1.21930 -2.77719 0.38102  0.307
C: -0.94993 -3.59742 1.49327  -0.360
C: -0.63579 -2.71262 2.49752  -0.022
N: -0.73697 -1.47306 1.98503  -0.161
C: -0.47389 -0.21228 2.62273  -0.238
C: 0.68250 0.50626 1.96747  0.062
C: 0.60737 1.86546 1.69964  -0.254
C: 1.67555 2.52193 1.11161  -0.217
C: 2.82074 1.82172 0.77271  -0.225
C: 2.90024 0.46412 1.03286  -0.167
C: 1.83770 -0.18822 1.63198  -0.247
N: -1.09193 -1.49729 0.69874  -0.324
N: -1.87101 -0.02879 -1.97998  -0.231
H: -1.31371 4.43731 -1.75580  0.229
H: -0.27640 3.41456 -0.75939  0.216
H: -0.01345 3.51707 -2.50737  0.215
H: -2.52316 2.36386 -1.17049  0.216
H: -2.22844 2.43199 -2.90995  0.216
H: 0.97585 1.46097 -1.60031  0.249
H: -1.78427 -4.19216 -0.98267  0.418
H: -0.97265 -4.66576 1.53647  0.230
H: -0.35683 -2.88097 3.51829  0.220
H: -1.37340 0.40977 2.56366  0.215
H: -0.24992 -0.40748 3.67623  0.220
H: -0.28788 2.41305 1.95990  0.209
H: 1.61527 3.58431 0.91994  0.213
H: 3.64994 2.33110 0.30581  0.217
H: 3.78581 -0.08747 0.76121  0.226
H: 1.90304 -1.24826 1.83192  0.221

---

# 6
DFT (the ωB97M-V functional and the def2-TZVPD basis) results for a structure of composition C16H17AlN3O2SSbSe4 at a distorted geometry.

Calculated values
molecular weight	780.0	g mol⁻¹
E_LUMO	-0.71	eV
frontier orbital gap	5.664	eV
total charge	0
HOMO energy	-0.23420	hartree
E_tot	-11421.40406	Eh
largest force on an atom	1.3	eV Å⁻¹

Last column: natural (NBO) charge in e.
Atoms and positions in Å:
Al: -1.04527 0.13156 -0.45367  1.454
Se: -4.66056 1.97417 1.45246  -0.915
Sb: -2.25942 2.24545 1.77172  0.785
Se: -1.47147 -0.30692 1.80138  -0.826
Se: -1.18161 2.50044 -0.67923  -0.873
Se: 1.71044 4.08906 1.88870  0.166
O: 0.61494 -0.28864 -0.92288  -1.069
S: 2.10022 -0.06151 -1.12982  1.323
C: 2.57345 1.23458 0.02710  -0.270
C: 2.08255 1.22965 1.27939  -0.114
C: 2.47807 2.25712 2.22287  -0.334
C: 3.52307 3.22038 1.79269  -0.338
C: 4.06481 3.07805 0.44904  -0.143
C: 3.57132 2.17256 -0.41459  -0.244
C: 2.84827 -1.43624 -0.25007  -0.159
C: 2.10540 -2.22957 0.60359  -0.229
C: 2.76578 -3.19420 1.35090  -0.190
C: 4.13821 -3.35935 1.22811  -0.190
C: 4.86002 -2.57895 0.33310  -0.199
C: 4.21404 -1.61226 -0.41800  -0.242
H: 1.38016 0.47034 1.60780  0.266
H: 2.38971 2.01429 3.27163  0.259
H: 4.16943 3.64451 2.54758  0.250
H: 4.87405 3.73436 0.15761  0.223
H: 3.94677 2.10961 -1.42852  0.225
H: 1.03215 -2.09574 0.68806  0.260
H: 2.20259 -3.81208 2.03750  0.229
H: 4.64868 -4.10187 1.82693  0.223
H: 5.92650 -2.72193 0.22130  0.223
H: 4.76181 -0.99461 -1.12133  0.224
C: -6.31866 -0.54233 -1.41162  -0.425
N: -4.88523 -0.70606 -1.54175  -0.372
C: -4.16611 -1.91805 -1.17592  -0.306
C: -2.74273 -1.41507 -1.22690  0.674
O: -1.66672 -1.94829 -0.94724  -0.623
N: -2.73777 -0.12201 -1.57125  -0.728
C: -4.01413 0.29163 -1.71760  0.717
N: -4.30043 1.51608 -2.11721  -0.753
H: -6.74978 -1.48804 -1.09622  0.225
H: -6.76707 -0.25438 -2.36459  0.209
H: -6.53736 0.21304 -0.65289  0.241
H: -4.33398 -2.72697 -1.89072  0.236
H: -4.41495 -2.26444 -0.17021  0.257
H: -3.52680 2.16854 -1.99805  0.454
H: -5.20239 1.88407 -1.85919  0.419